No. 1
DFT (ωB97M-V with the def2-TZVPD basis set) results for a molecular structure, C19H38AuP at a distorted geometry.

Geometry as XYZ:
```
59
Properties=species:S:1:pos:R:3:forces:R:3:lowdin_spin:R:1
C 1.466 1.961 -1.449 0.344 1.342 1.483 0.174
H 2.346 2.397 -0.854 -0.467 -0.155 -1.542 0.020
H 1.687 1.734 -2.480 0.234 -0.193 -0.049 0.006
H 2.084 0.633 1.662 -0.828 -0.445 -1.014 0.003
C 0.301 2.953 -1.251 0.063 0.087 0.095 0.023
H -0.650 2.502 -1.591 0.350 0.382 0.042 0.002
H 0.186 3.197 -0.172 -0.067 -0.236 -0.491 0.003
C 0.651 4.257 -1.997 -0.067 -0.253 -0.122 0.015
H -0.206 4.945 -2.075 0.324 -0.294 -0.049 0.002
H 1.474 4.778 -1.484 -0.270 -0.178 -0.205 0.000
H 1.007 3.956 -2.995 -0.210 0.491 0.147 0.000
C -1.035 -2.140 -0.282 -0.973 0.751 -0.618 0.218
C -1.655 -1.228 -1.193 -0.150 -1.444 1.017 0.226
C -0.677 -0.693 -2.039 1.159 -0.003 0.270 0.319
C 0.614 -1.191 -1.583 -0.127 -0.460 -0.421 0.282
C 0.348 -2.156 -0.520 -0.036 0.577 -0.810 0.302
C 1.310 -3.111 0.062 0.408 0.176 0.063 0.047
C 1.764 -1.350 -2.516 0.654 0.028 -0.308 0.022
C -0.926 0.112 -3.243 0.026 0.420 -0.150 0.049
C -3.111 -1.084 -1.351 -0.901 0.342 -0.027 0.032
C -1.758 -3.036 0.638 -0.178 -0.498 0.784 0.030
Au 1.352 0.648 0.126 -0.324 -0.595 1.243 0.080
H 2.685 -1.641 -1.988 -0.261 0.204 -0.209 0.002
H 1.557 -2.161 -3.244 -0.037 0.316 0.321 0.013
H 1.966 -0.440 -3.100 -0.061 -0.330 0.237 0.003
H 2.330 -2.847 -0.205 0.065 -0.045 0.036 0.000
H 1.226 -3.106 1.148 -0.010 -0.155 0.133 0.012
H 1.144 -4.144 -0.270 -0.167 0.178 -0.008 0.018
H -2.644 -2.562 1.087 0.251 -0.144 -0.212 0.005
H -2.112 -3.942 0.109 0.111 0.339 0.181 0.013
H -1.104 -3.384 1.460 -0.320 0.094 -0.372 0.002
H -3.381 -0.172 -1.906 0.073 -0.348 0.203 0.001
H -3.538 -1.940 -1.911 0.230 0.309 0.237 0.014
H -3.629 -1.053 -0.379 0.171 -0.055 -0.332 0.006
H -0.120 0.828 -3.432 -0.062 -0.227 -0.041 0.006
H -1.027 -0.529 -4.131 0.088 0.032 0.140 0.022
H -1.859 0.670 -3.151 0.023 -0.049 -0.067 0.005
C 2.769 -1.067 3.374 0.045 0.033 0.023 0.000
C 1.304 -0.681 3.531 -0.583 -0.001 0.542 0.004
P 0.665 0.712 2.577 1.959 -0.351 -0.539 0.014
C -1.137 0.668 2.706 -0.504 -0.122 -0.892 0.001
C -1.575 1.239 4.049 0.064 0.256 0.516 0.000
C 1.354 2.317 3.096 0.147 0.264 -0.417 0.002
C 1.563 2.465 4.577 -0.279 0.332 0.556 0.000
H 2.937 -1.628 2.444 -0.027 0.258 0.146 0.000
H 3.032 -1.733 4.204 0.084 0.219 -0.200 0.000
H 3.433 -0.195 3.399 -0.011 -0.200 0.035 0.000
H 0.662 -1.540 3.300 -0.054 0.146 0.015 0.000
H 1.056 -0.384 4.554 0.147 -0.297 0.231 0.001
H -1.588 1.224 1.873 0.150 -0.070 0.171 0.000
H -1.460 -0.378 2.605 0.250 0.175 -0.064 0.000
H -1.396 2.316 4.114 -0.011 -0.149 -0.024 0.000
H -2.646 1.086 4.170 -0.018 -0.045 -0.090 0.000
H -1.085 0.749 4.898 -0.089 0.077 -0.162 0.000
H 2.370 2.481 2.708 -0.460 -0.453 -0.668 0.001
H 0.713 3.085 2.620 0.213 -0.199 0.384 0.000
H 2.199 1.649 4.949 -0.285 0.295 0.096 0.000
H 2.117 3.402 4.690 -0.223 -0.155 0.440 0.000
H 0.606 2.510 5.102 0.425 0.026 0.316 0.000
```
Positions in Å, forces in eV/Å.

- Frontier orbital gap (spin up / spin down): 6.51 / 6.09 eV
- Multiplicity: 3
- Total charge: +2

---

No. 2
DFT (ωB97M-V with the def2-TZVPD basis set) results for a molecular structure, C14H32FeN4O6 at a distorted geometry.

Geometry as XYZ:
```
57
Properties=species:S:1:pos:R:3:forces:R:3:lowdin_spin:R:1
Fe 17.091 -4.847 16.947 -0.843 -0.394 0.083 3.723
O 16.507 -6.606 17.695 0.068 0.681 -0.185 0.096
C 15.640 -6.163 18.688 -0.013 -0.117 0.660 0.010
C 14.758 -4.969 18.291 -0.446 -0.123 -0.643 0.009
O 15.401 -3.925 17.647 0.589 -0.083 0.155 0.049
H 16.215 -5.898 19.608 -0.166 0.102 -0.058 0.000
H 14.932 -6.937 19.050 0.143 -0.157 -0.218 0.002
H 14.180 -4.679 19.191 0.130 0.208 0.029 0.001
H 14.004 -5.385 17.589 -0.143 -0.170 0.264 0.001
C 17.344 -1.862 15.684 -0.378 1.329 0.218 0.008
O 17.703 -3.008 15.818 0.273 -0.353 -0.221 0.020
N 18.078 -0.782 16.046 0.426 -0.229 0.109 0.005
C 17.469 0.522 16.226 -0.258 -0.116 -0.197 0.001
C 19.386 -1.004 16.633 -0.036 0.401 -0.255 0.000
H 16.392 -1.518 15.243 -0.129 -0.567 0.047 0.000
H 16.974 0.601 17.198 0.017 0.042 -0.027 0.000
H 16.737 0.696 15.435 -0.070 -0.029 0.113 0.000
H 18.216 1.310 16.151 0.118 -0.097 -0.026 0.000
H 20.037 -0.179 16.335 0.002 -0.003 0.083 0.000
H 19.333 -1.040 17.721 0.061 -0.199 0.033 0.000
H 19.787 -1.922 16.215 0.015 -0.163 0.268 0.000
C 15.593 -5.347 13.810 0.230 0.785 0.265 0.003
O 16.243 -5.238 14.836 0.205 -0.567 -0.463 0.019
N 14.332 -5.786 13.758 -0.180 -0.728 -0.351 0.000
C 13.419 -5.291 12.741 0.412 0.691 0.462 0.000
C 13.770 -6.327 14.984 -0.453 1.025 0.401 0.000
H 16.012 -5.023 12.841 -0.138 -0.010 -0.061 0.000
H 13.056 -4.295 13.037 -0.258 -0.199 0.049 0.000
H 12.574 -5.965 12.658 0.034 -0.081 -0.336 0.000
H 13.947 -5.113 11.804 -0.069 -0.436 -0.122 0.000
H 12.784 -6.740 14.779 0.124 -0.299 -0.122 0.000
H 14.439 -7.033 15.465 0.072 -0.069 -0.095 0.000
H 13.618 -5.498 15.685 0.061 -0.168 0.112 0.000
C 19.324 -6.473 15.257 -0.405 0.052 -0.309 0.000
O 18.854 -5.648 16.014 0.450 0.279 0.229 0.023
N 20.342 -6.233 14.411 0.226 -0.365 -0.274 -0.001
C 21.016 -4.953 14.353 1.070 -0.572 0.718 0.000
C 20.895 -7.304 13.586 -1.017 0.161 -0.068 0.000
H 18.901 -7.482 15.159 0.053 -0.051 0.122 0.000
H 22.094 -5.148 14.463 -0.082 0.029 -0.291 0.000
H 20.789 -4.369 15.241 -0.587 0.241 -0.305 0.000
H 20.865 -4.451 13.400 -0.274 0.223 0.105 0.000
H 21.737 -7.804 14.062 0.253 0.173 -0.196 0.000
H 20.117 -8.048 13.395 0.037 -0.046 0.240 0.000
H 21.110 -6.893 12.600 0.486 -0.043 0.096 0.000
C 18.475 -4.337 19.711 -0.486 -0.351 0.006 0.002
O 18.210 -3.900 18.606 0.654 0.253 -0.305 0.026
N 19.475 -3.890 20.488 -0.091 0.098 0.159 0.000
C 19.510 -4.194 21.909 0.314 -0.291 -0.473 0.000
C 20.363 -2.861 20.008 -0.049 0.275 -0.355 0.000
H 17.883 -5.162 20.130 0.127 0.056 0.171 0.000
H 19.139 -3.361 22.506 -0.042 -0.020 0.073 0.000
H 20.544 -4.414 22.182 -0.044 0.061 0.173 0.000
H 18.923 -5.092 22.087 -0.129 0.084 0.115 0.000
H 20.460 -2.911 18.924 -0.009 -0.332 0.028 0.000
H 19.981 -1.851 20.195 0.104 -0.057 0.360 0.000
H 21.336 -3.016 20.470 0.038 0.237 0.013 0.000
```
Positions in Å, forces in eV/Å.

- Frontier orbital gap (spin up / spin down): 6.53 / 6.01 eV
- Energy above the lowest of the compared OMol25 structures with the same formula, charge and spin: 0.0 kJ/mol
- Multiplicity: 5
- Total charge: 0

---

No. 3
DFT (ωB97M-V with the def2-TZVPD basis set) results for C3H6N2OS in the gas phase at a distorted geometry.

Geometry as XYZ:
```
13
Properties=species:S:1:pos:R:3:forces:R:3:nbo_charge:R:1
C 1.272 -1.035 0.433 -1.060 -1.388 -2.106 -0.816
C 0.302 1.716 0.754 1.526 -0.181 -1.738 -0.050
C -1.117 -0.199 -1.236 0.121 4.333 -1.638 0.420
H 0.414 -0.961 -0.549 3.476 -1.512 3.848 0.257
H 0.971 -1.478 1.546 0.460 0.881 -3.416 0.248
H 2.183 -1.584 -0.088 -1.567 1.170 1.689 0.253
H 0.387 2.883 0.685 0.387 -2.341 0.834 0.260
H -1.946 -0.792 0.561 2.558 3.127 -0.635 0.430
H -1.367 -1.440 -1.374 0.580 3.486 -1.035 0.171
N -0.865 1.335 0.562 -4.301 -1.225 0.554 -0.287
N -1.189 -0.060 0.119 -1.773 -0.178 0.347 -0.515
O -0.790 0.925 -1.951 -1.511 -7.600 2.808 -0.606
S 1.746 0.690 0.538 1.102 1.427 0.489 0.235
```
Positions in Å, forces in eV/Å.

- Frontier orbital gap: 9.27 eV
- SMILES: CS/C=N\NC=O
- Energy above the lowest of the compared OMol25 structures with the same formula, charge and spin: 673.1 kJ/mol
- Total charge: 0